Computed, not measured: a cluster of 5 separate species, C44H100F2N3O5P2S2 in total at a distorted geometry, with ωB97M-V/def2-TZVPD.

As for the LUMO energy (spin up / spin down): -10.985 / -15.964 eV. The value obtained for the HOMO energy (spin up / spin down) is -17.9 / -17.9 eV. For the molecular weight, the calculation gives 915.378 g mol⁻¹. As for the net charge: +4. Its spin multiplicity is 2.

Cartesian coordinates (Å):
S -0.5499 -2.3734 -0.3710
S -2.0420 -0.6606 0.1461
P -3.0661 2.7313 5.1815
P 4.9888 -0.8700 -0.6897
F -0.6463 -3.7709 -1.2422
F -3.6345 -0.5672 0.3480
O 0.4221 -1.6235 -1.1963
O -2.8524 -5.0620 1.3148
O -1.8368 0.5393 -0.7115
O -0.0625 -2.8533 0.8997
O -1.5206 -0.6316 1.4842
N -2.0050 -2.1587 -0.6084
N -3.5529 -4.2306 -0.7882
N -1.7062 0.0253 -4.9413
C 0.6874 -0.7459 6.1168
C 3.7107 -0.0138 0.3337
C 4.7118 -2.6526 -0.6586
C -3.1249 -5.4198 0.1213
C 6.7533 1.4857 -0.4009
C -5.3455 1.0166 4.2824
C -3.1950 3.6483 3.6932
C 4.9844 -4.9905 0.2769
C -5.0418 -3.8866 -0.4806
C 6.5991 -0.1096 -0.4049
C 6.9535 2.2283 -1.7179
C -0.5926 0.9027 -4.3168
C -3.1143 0.6359 -4.6359
C 3.6055 -2.8007 -4.4207
C -5.2923 -1.5465 3.4587
C 5.5305 -3.5023 0.2990
C -4.0284 -0.6369 -4.3997
C 0.3593 -0.0360 4.8770
C 0.0279 -0.5075 -6.8930
C 0.2878 -0.3598 -8.3353
C -2.8540 -6.7615 -0.5847
C 4.5373 -0.2713 -2.3961
C -2.5525 5.1760 0.9316
C 1.7073 1.9625 2.0499
C -1.6703 -1.3631 -4.2562
C 1.7471 1.6669 0.5514
C -4.9359 -0.1084 3.2029
C -4.3417 1.4001 5.3893
C 3.1542 1.3875 0.0391
C -2.0165 6.0128 6.0146
C 2.9423 -1.3884 -4.2867
C -0.7039 6.1087 5.1595
C 3.1054 -0.7438 -2.8920
C -1.4052 -0.2067 -6.4831
C 6.8738 3.7453 -1.5165
C -1.3705 1.8527 5.3481
C -3.0994 -1.8865 -4.3599
C -1.1144 0.5002 4.7239
C -3.4314 3.9326 1.2290
C 6.0438 -6.0581 0.6318
C -2.8793 2.9404 2.4053
C -2.0814 4.8026 6.9503
C -0.5713 -1.2507 -9.3273
C -3.2068 3.8159 6.6796
H -2.6812 5.3727 -0.1327
H -4.4260 4.2918 1.4934
H -1.7563 -0.2313 5.2148
H -5.1807 -3.4427 0.5051
H -1.8388 0.7063 -6.8914
H -5.5852 -4.8046 -0.7043
H -3.3329 3.1829 7.5580
H 5.6068 -7.0522 0.5375
H 2.7362 -1.4916 -2.1902
H 5.9730 2.1062 0.0399
H -1.3145 -1.8621 -8.8157
H -3.2600 -2.4138 -5.3002
H 6.1983 -5.8437 1.6893
H 0.1353 -1.8173 -9.9337
H 1.1100 0.7453 4.7584
H 6.2507 2.0220 -2.5251
H 7.5695 1.7727 0.2621
H 0.7780 1.5059 2.3904
H -4.2623 3.8692 3.6942
H 3.6094 -3.5579 -3.6367
H -0.0205 5.3958 5.6207
H 2.9420 -0.7864 0.3492
H 0.7507 0.1576 -6.4205
H -2.7514 4.6439 3.6960
H -3.5919 -7.0138 -1.3462
H -3.4193 -4.4787 -1.7580
H -4.3603 -0.4215 -3.3841
H -3.0200 -3.3839 -0.6496
H 0.0834 -1.6526 6.0806
H -2.8995 6.0102 5.3756
H 0.4100 -0.2866 7.0655
H -2.8405 5.9473 1.6460
H -3.8525 0.5232 5.8134
H -0.8737 5.5361 4.2477
H 2.4721 0.1423 -2.8474
H 0.3834 -0.7929 4.0930
H -5.6357 1.9511 3.8022
H -4.7637 -0.8311 -5.1806
H 3.1693 -3.3284 -5.2689
H -2.1543 6.8837 6.6554
H -1.9789 -6.7766 -1.2345
H -0.8601 1.2712 -3.3265
H -6.2990 0.7898 4.7593
H 4.8773 -2.9527 -1.6933
H 3.0583 1.5115 -1.0395
H -4.1661 4.3327 6.7056
H -2.3408 5.2961 7.8870
H 6.9346 -5.9406 0.0147
H -6.3260 -1.7347 3.7489
H 4.7317 -5.1947 -0.7635
H 1.0865 0.8304 0.3235
H 1.7291 3.0114 2.3455
H 3.4502 -0.7756 -5.0314
H -3.1037 1.2750 -3.7529
H 1.3020 -0.7498 -8.4212
H 1.7503 -0.9843 6.1565
H 1.8958 -1.4056 -4.5912
H -0.5603 2.4969 5.0067
H -0.8359 -2.0029 -4.5434
H 1.2667 2.5168 0.0666
H 4.0738 -5.1162 0.8627
H -5.2997 0.1291 2.2033
H 5.4433 -0.5001 -2.9573
H -3.4557 1.4350 -5.2938
H -1.4111 0.6081 3.6807
H 2.4909 1.5409 2.6794
H 7.0036 4.2994 -2.4461
H 0.3042 0.2843 -4.2782
H -4.8199 1.9312 6.2123
H -1.3112 1.8775 6.4362
H -2.1162 -0.9213 -6.8976
H 5.3837 -3.1099 1.3053
H 6.5618 -3.3776 -0.0312
H -4.9979 -2.2496 2.6797
H -2.8638 -7.6939 -0.0201
H 7.6188 4.0452 -0.7795
H -1.8219 2.8128 2.1739
H -1.1426 4.3115 7.2065
H 4.0601 -0.1448 1.3578
H 3.9136 2.1442 0.2356
H 3.6465 -2.8114 -0.4907
H 0.3494 0.6580 -8.7204
H -0.3635 1.8238 -4.8526
H 4.6062 0.8099 -2.2763
H -3.8677 -0.0341 2.9993
H -4.7889 -2.0675 4.2731
H -3.5210 2.0605 2.3595
H 5.9454 4.1126 -1.0791
H -1.1876 -0.6844 -10.0255
H -1.5470 -1.1525 -3.1938
H 4.6624 -2.8511 -4.6823
H -3.5725 3.3805 0.2998
H -1.5138 4.9011 1.1147
H 7.9675 2.1419 -2.1083
H -0.2443 7.0804 4.9786
H 0.2494 -1.5269 -6.5769
H -3.4922 -2.5216 -3.5659
H 7.2099 -0.5837 -1.1732
H -5.3743 -3.1601 -1.2220
H 6.9654 -0.4373 0.5680

Computed, not measured: a structure of composition C30H44Cl2CsN6S5, with ωB97M-V/def2-TZVPD.

As for the LUMO energy: -1.777 eV. The value obtained for the HOMO energy is -10.2 eV. The value obtained for the energy above the lowest of the compared OMol25 structures with the same formula, charge and spin is 0.00 kJ/mol. For the molecular weight, the calculation gives 852.870 g mol⁻¹. As for the net charge: +1.

Cartesian coordinates (Å):
Cs -0.3826 0.1703 0.8984
Cl -2.6491 -1.1418 3.2559
Cl -0.7504 -3.1255 2.1806
S 0.8053 -3.5143 -1.1915
S -1.8570 2.2220 -1.7762
S -0.3667 -0.3305 -3.2933
S -2.5696 -1.9540 -1.0483
S -4.1964 0.8742 0.3077
N 2.1176 -5.7969 -1.1066
N 2.6447 -1.4551 0.7198
N -0.0342 3.8069 0.5599
N 0.0216 -5.8143 -0.1707
N 2.2883 2.2529 0.5211
N 1.7614 0.9423 2.8875
C 0.9910 -5.1292 -0.7968
C -4.9034 -0.7344 -0.1314
C -2.1140 -2.8316 3.2676
C 3.1381 1.4848 5.2277
C -2.1399 -2.4031 -2.7441
C 3.0354 0.2902 -0.8801
C -4.5572 1.8484 -1.1784
C 3.9504 -3.4551 0.8514
C 4.6715 -3.0744 -0.2678
C 2.3474 0.3478 5.1260
C 4.3636 -1.8710 -0.8818
C 2.6012 2.9348 1.7722
C -4.2902 -1.4482 -1.3253
C 0.0877 -7.2143 0.1919
C 2.9405 -2.6139 1.2936
C 2.0654 3.1946 -0.5558
C -1.0987 4.6024 0.6670
C 3.3827 1.3421 0.1883
C 3.3528 -1.0821 -0.3482
C 2.5294 2.0229 2.9771
C -3.4857 2.9100 -1.4047
C 1.6874 0.1238 3.9304
C 0.6755 5.1300 -1.2924
C -0.4413 5.9346 -1.1858
C -1.8977 -1.2258 -3.6770
C 0.8433 4.0697 -0.4009
C 3.2409 2.3268 4.1349
C -0.7276 1.2643 -4.0723
C -1.9656 2.0007 -3.5654
C -1.3545 5.6688 -0.1738
H 1.9669 0.3350 -1.1142
H -4.8915 -2.3377 -1.5295
H 4.9048 -1.5333 -1.7554
H -4.3470 -0.8163 -2.2125
H -4.5941 1.1841 -2.0416
H -3.3653 3.5280 -0.5145
H 2.9399 3.8526 -0.7112
H -0.5923 6.7618 -1.8667
H 2.2154 -6.7900 -0.9867
H -1.8508 -1.5900 -4.7052
H -0.7994 1.1434 -5.1545
H -0.8147 -5.2878 0.0154
H 5.4700 -3.6970 -0.6517
H 1.0882 -0.7741 3.7911
H 0.9314 -7.4119 0.8574
H -5.9737 -0.6094 -0.3078
H 1.8888 3.7477 1.9168
H -2.9460 -3.4428 2.9385
H -5.5354 2.3216 -1.0773
H 1.9488 2.6240 -1.4835
H -4.8047 -1.3424 0.7699
H -2.2364 6.2774 -0.0294
H -2.7361 -0.5336 -3.6089
H 3.8693 3.2074 4.1671
H 0.1665 -7.8572 -0.6889
H 2.8252 -5.2917 -1.6092
H 0.1601 1.8695 -3.8758
H -1.8096 -3.0741 4.2788
H -0.8244 -7.4830 0.7170
H -3.7859 3.5822 -2.2108
H -2.8762 1.4621 -3.8307
H -1.7806 4.3710 1.4797
H 1.4243 5.3122 -2.0531
H 4.1589 -4.3775 1.3750
H -1.2580 -3.0362 -2.6647
H -2.0085 2.9736 -4.0595
H 3.5591 0.4725 -1.8189
H 2.2515 -0.3488 5.9470
H 2.3409 -2.8903 2.1556
H 4.2782 1.9119 -0.1132
H -2.9475 -3.0176 -3.1489
H 3.6068 3.3877 1.7350
H 3.6775 1.7027 6.1398
H 3.6371 0.8160 1.1063

E? In order: -3954.1230 -4429.4614 Ha.